Density functional theory data (ωB97M-V with the def2-TZVPD basis set) for a 12-piece molecular cluster, C44H86BFN3O16 overall at a distorted geometry.

```
! wB97M-V def2-TZVPD RIJCOSX def2/J DEFGRID3
* xyz 1 1
H -4.6269 3.5469 8.3113
H 0.3773 -10.0879 -0.6316
C -7.5727 2.1089 -1.8937
H 0.8737 7.5526 -3.3646
C 9.8032 -1.7172 1.0507
H -3.1061 5.0938 0.9448
C -4.9594 3.0004 1.5130
H -4.9905 -0.2451 -1.6269
H 0.4437 -9.0115 -3.0900
H 2.9491 4.2661 2.2796
C 0.8034 2.9466 3.0475
O -5.0725 4.7340 6.1557
C -4.4685 3.6865 6.1896
H -7.6635 2.6814 -3.9548
O 5.6685 1.5164 5.1991
H -2.2842 8.0085 -3.8698
O -0.2881 1.3663 -1.4987
H 1.9239 -9.2793 -4.0277
C -5.0979 -1.0453 -0.8927
H 1.8233 -1.7633 -0.0187
C -3.4590 3.0547 1.5016
O 2.5776 0.6899 -3.7947
C -4.2008 2.9725 7.4905
H 4.3120 -8.6274 -0.2425
O 4.1499 -1.1979 -1.6510
H 0.5714 -0.2098 -2.5084
C -12.7975 -0.1885 -0.4387
C 1.5817 1.5483 -3.2163
H -5.3635 3.9487 1.8736
C 9.9845 -1.7066 2.5472
O 2.5792 2.2524 4.5941
H 6.3924 -3.0347 -2.6861
H 6.3646 -2.2205 -1.1108
H -1.0059 8.9891 -4.6448
C -3.9514 3.0414 4.9269
C 0.5552 3.1150 1.5700
H 8.3884 0.1802 4.6831
H -6.7954 3.8179 -2.9073
C 4.7741 -7.6404 -0.2064
C 4.4623 -6.8852 -1.4703
C 2.2486 2.3713 3.2305
H 2.6460 -2.5048 -3.1611
O -3.5721 -2.8709 -0.8710
H -1.7622 -1.3889 0.0260
H -4.4044 2.0571 4.7973
H 9.0089 -1.0232 0.7777
H 7.1961 -1.1334 4.8298
C 0.2136 6.6907 -3.4802
H 2.0895 -0.5907 1.3467
C -1.5868 8.0673 -4.7076
O -6.6404 2.0838 -1.1128
C 3.3135 3.2265 2.4694
H 9.5253 -2.7183 0.7162
C -2.8037 4.0907 0.6389
O -2.7784 2.2916 2.1610
H -3.0737 3.9241 -0.4062
H 3.9967 3.3844 0.5399
C 0.1762 2.0431 0.7077
O -11.1453 -0.0787 -2.1431
C 0.6126 2.1131 -4.2614
H 7.4298 0.0167 6.1588
H 2.1484 2.3855 -2.7445
O -0.5056 0.3435 2.5478
H 7.1065 1.1067 2.5106
C -7.6595 3.1576 -2.9732
H -12.6505 -1.2592 -3.7526
N 0.4830 4.4496 -0.4101
C -0.6641 6.8746 -4.6956
O 9.3037 -1.0000 3.2606
O 3.1545 -9.9131 -1.9454
H 1.0296 5.2340 1.4268
H -13.6918 0.4345 -0.4923
C 11.0456 -2.6092 3.1205
H 10.7267 -1.4039 0.5614
H 0.7251 -11.6974 -1.3269
H -8.5657 3.7511 -2.8434
H -4.2160 3.6624 4.0745
H -14.0737 -0.5668 -2.9547
O 3.8524 -5.8333 -1.4445
C -12.2594 -0.4367 -1.8250
C 1.2276 -9.7336 -3.3241
O 0.1780 -0.5939 0.4866
H 1.6066 0.4910 -1.2550
C -3.7620 -1.6978 -0.6482
H 1.1523 2.4579 -5.1613
H -2.8647 2.9514 4.9716
H 0.8228 5.7960 -3.6075
H 3.1028 0.3933 -3.0290
C -8.6850 1.0992 -1.8248
H 0.7914 -10.6209 -3.7855
N 3.7207 2.6347 1.1717
C 0.9028 0.7516 -2.0731
C 7.4170 -0.0944 5.0743
C 5.8141 -2.8895 -1.7721
H -4.6641 1.9843 7.4758
H -1.4715 0.4469 2.6025
H -13.0331 -1.1378 0.0449
C 0.0261 2.3951 -0.6734
H 4.2246 3.3610 3.0845
H 11.0661 -2.5002 4.2037
H 0.8198 3.9584 3.5089
B -0.0589 0.5312 1.2160
H 12.0234 -2.3348 2.7213
H -0.1183 1.3465 -4.5873
H -3.1251 2.8773 7.6496
H -2.9719 -0.4004 0.8583
H 3.3650 1.6767 4.6263
H 2.9699 2.1245 0.7139
H 2.2530 1.3648 2.7455
C 0.7097 4.3451 0.8704
H 4.6443 -6.8373 -3.5922
H -5.4916 -0.6428 0.0422
H -13.4149 -2.1391 -2.4174
H -12.0446 0.3294 0.1541
H 4.0523 -3.2138 -3.9760
H 0.0645 2.9590 -3.8134
H 5.8548 -7.7380 -0.0881
C 3.5714 -3.0610 -3.0081
H 10.8219 -3.6490 2.8762
H 4.4772 -8.4650 -2.9077
H -2.1549 8.0738 -5.6362
H 5.3913 1.4888 2.7320
H -0.4069 6.5727 -2.5961
C 6.3612 0.8040 4.4962
C 4.9359 -7.4851 -2.7651
C -2.6676 -0.8102 -0.1092
H -2.4663 -0.0007 -0.8154
C 1.3821 -1.3011 0.8799
H -9.6323 1.6014 -1.6452
H 6.0240 -7.5755 -2.7571
H 5.6681 -3.8454 -1.2662
C -13.1634 -1.1481 -2.7985
O -0.6258 6.0951 -5.6185
H 3.3336 -4.0229 -2.5499
H -5.3338 2.7930 0.5071
F 0.6271 5.6858 -0.9455
C 6.1843 0.7941 3.0022
H 1.0970 -2.0757 1.6159
H 1.8188 -10.9876 -0.1265
N 0.1416 3.5601 -1.2822
H 5.9032 -0.2063 2.6677
C 1.1640 -10.7653 -0.9678
H -5.2873 2.2040 2.1790
H 4.3752 -7.0949 0.6487
H -5.7996 -1.7835 -1.2790
H -8.7342 0.5342 -2.7552
H -8.4946 0.4079 -1.0050
H 0.0355 2.3688 3.5772
H -1.7285 4.0000 0.7452
C 4.4787 -2.2792 -2.1019
C 1.9646 -10.1175 -2.0672
*
```

Calculated values
Energy   -87638.5249 eV

Density functional theory data (ωB97M-V with the def2-TZVPD basis set) for a 7-piece molecular cluster, C44H88Br3F6INO13P2S overall at a distorted geometry.

```
! wB97M-V def2-TZVPD RIJCOSX def2/J DEFGRID3
* xyz 1 1
C -10.2642 -7.0951 -9.7938
O 6.0252 4.1177 1.2288
H 4.4211 1.0760 4.0487
C 0.6392 6.7909 4.4167
C -4.3596 11.6717 7.6729
H -12.1890 -4.1320 -7.7449
H 5.1941 4.3025 6.2617
H 3.9413 -3.1529 -1.8235
C 2.5735 1.7900 4.8599
H 4.6226 -8.1175 2.1982
H 5.5634 -5.9789 0.5096
C 4.9668 -2.0227 -0.3353
C 0.0771 -1.5807 -5.1611
H -10.2082 -6.3712 -7.3001
H -4.7789 9.6792 5.2230
C 1.5446 5.9951 3.5176
H 7.8303 3.8762 4.8963
H -0.6343 -3.5346 -4.6176
F 2.9585 2.7600 -2.1918
C -1.0774 -4.1224 -6.9243
H -8.5118 -5.8458 -7.3145
C 1.3270 -1.5884 -7.1747
H 7.3480 3.6275 6.5959
H -0.4154 8.6343 4.0809
H -3.2781 11.8215 7.7213
H -10.6226 -7.9152 -9.1645
O 5.2686 -2.0485 1.0550
C 4.2325 -3.2685 -0.7745
H 6.9238 -3.2849 0.7936
H 0.4005 -1.7466 -7.7315
Br 4.2603 1.5326 1.1805
H 3.9784 4.8040 7.8306
H 5.3302 7.6572 7.3171
H 1.5964 6.0861 -0.5773
H -2.7488 9.4459 8.6447
C 1.1206 9.0789 5.4537
H 4.3245 -1.1532 -0.5137
C 3.7800 5.8667 7.7431
P 4.8286 3.4061 4.0109
H 2.6940 7.0860 6.4026
H 2.1292 -2.1424 -7.6582
H -2.2705 -9.4826 -5.8249
S 5.3190 6.7027 8.2518
H -3.8041 -8.9323 -5.1184
O -1.8220 9.7820 6.8098
C 0.6165 8.3458 4.2193
H 3.1173 -7.3811 2.7876
C 2.3231 5.3112 1.3398
H -3.2171 8.2698 6.5347
C -4.3370 -6.2689 -6.1550
I -1.2989 5.8929 4.6897
H 2.2633 0.7583 4.7421
C 0.6661 2.9280 -2.7427
O -5.4601 -7.1281 -6.1299
H -3.5896 -10.6434 -5.5795
C -5.6733 -7.8096 -7.3586
H 4.1481 -10.1105 0.8775
C 7.0570 3.5120 5.5586
H 3.3843 -9.5055 -0.6013
H -3.7057 11.0758 5.4144
H 4.7728 -4.6407 1.3663
H -5.4707 -9.7499 -8.2185
C 3.3504 6.2295 6.3127
H -1.4522 8.2981 8.2141
H 0.8454 -9.3573 2.4666
C -1.7773 9.3441 8.1574
C 4.1031 1.8625 4.7202
H 4.5989 1.6877 5.6724
C -11.4143 -6.1928 -10.1764
H 3.3794 -9.1252 2.9913
O 1.9168 -11.0738 1.9724
H 5.9466 5.3211 5.0391
N 1.4439 6.0081 2.1309
H -6.7484 -7.8039 -7.5458
C 0.4160 6.7588 1.3663
F 0.0318 2.2436 -1.7886
H 4.2355 6.5116 5.7531
O -1.5513 -2.9075 -6.3701
H 7.2839 -1.5541 1.0405
O -3.7849 -9.3211 -7.1643
O -9.2287 -6.3777 -9.1396
H 3.8173 -5.7374 0.3266
Br 1.1350 1.7615 -4.2001
H -4.1566 -5.9334 -5.1345
H 0.8676 -10.6714 3.6607
H 6.7106 -2.5496 2.3945
F -0.1959 3.8412 -3.2050
H -12.1794 -3.6674 -9.4576
C 2.2405 5.3258 -0.1755
H -0.1291 -10.8293 2.2016
H -4.7658 11.6986 8.6818
H 0.3897 -1.3284 -4.1426
C 1.6746 3.9766 -0.6621
H 1.0189 6.6832 5.4118
C 2.5432 5.1923 4.1206
H 2.3405 -11.5930 0.0519
H 0.0135 -4.1787 -6.9012
C 3.3570 4.5500 1.9284
H 3.3208 -3.3987 -0.1830
H 0.7858 8.5716 6.3578
H 2.0660 3.1503 -0.0782
O -12.0924 -5.6950 -9.0338
H -11.0563 -5.3697 -10.8019
H 3.2310 5.5060 -0.5702
C 3.4643 4.4591 3.3272
H 1.6156 5.0460 6.0270
H -10.6745 -4.2139 -8.6680
H -1.8316 -2.2371 -4.4722
Br 2.3952 5.1573 -3.2351
C 3.2237 -9.6971 0.4641
H 3.0024 6.1308 8.4491
H -5.6874 -9.7624 -6.4609
H 1.1995 8.6214 3.3474
C -11.7569 -4.3568 -8.7185
C -2.8798 9.1977 6.0631
H -1.0529 9.9656 8.6808
C 2.0949 -10.6896 0.6186
H -3.4450 -6.7863 -6.5189
H -5.1819 -7.2842 -8.1825
H -9.8369 -7.5283 -10.7037
H -1.4977 -4.9780 -6.3846
C -9.2229 -6.5549 -7.7355
H -0.3007 -0.6699 -5.6361
C 5.7487 4.2966 5.3291
H -8.9004 -7.5701 -7.4812
H 0.7185 10.0817 5.5077
C -1.0143 -2.6238 -5.0901
C 4.7789 -5.2271 0.4433
H -12.1385 -6.7712 -10.7584
C 0.8157 -10.4421 2.5979
P 4.5517 3.6991 0.6969
C 3.5454 -8.2719 2.3295
H 2.2054 9.0956 5.4967
H 2.2664 2.1517 5.8340
H 1.1690 -10.2749 0.2093
H 5.8796 -1.8947 -0.9238
H 1.5800 -0.5218 -7.1885
H 5.9848 4.8169 1.8898
C 2.6239 5.0654 5.6192
H 6.8893 2.4515 5.3953
O 5.0556 -4.4172 -0.6866
H 0.6056 3.9928 -0.4841
H -4.5309 -5.3922 -6.7828
H -1.4106 -4.1652 -7.9595
F -0.1991 5.9207 0.5652
O 2.9164 -8.4516 1.0749
H 3.0712 4.1279 5.9165
H -2.4753 8.9466 5.0763
O 1.2235 -2.0622 -5.8439
C -4.0424 10.1469 5.8845
F 1.0272 7.6974 0.6715
H 2.0587 2.3582 4.0906
C 1.9270 3.6383 -2.1302
O -4.6884 10.4098 7.1158
C -3.3517 -9.6086 -5.8484
C 6.6204 -2.3791 1.3228
C -5.1968 -9.2416 -7.2887
H -4.8123 12.4803 7.0905
F -0.4908 7.3315 2.0808
*
```

Calculated values
Energy   -339094.8364 eV

Density functional theory data (ωB97M-V with the def2-TZVPD basis set) for a 11-piece molecular cluster, C44H88O22 overall at a distorted geometry.

```
! wB97M-V def2-TZVPD RIJCOSX def2/J DEFGRID3
* xyz 0 1
H -17.9197 10.9422 -16.5518
H -27.2586 4.6849 -16.0669
H -17.2812 13.2914 -12.7250
O -25.6073 -1.1136 -14.2512
H -16.7936 5.7648 -8.1195
H -25.7903 9.9722 -18.4491
H -23.3888 -0.5476 -15.8236
H -17.8592 6.1268 -16.0214
H -27.8146 6.3684 -16.2354
O -20.4223 5.2628 -17.5763
C -23.2804 0.0800 -14.9113
H -18.7983 3.9900 -17.3721
H -16.0638 9.6424 -11.8705
C -25.2941 3.0877 -7.3496
C -25.5995 0.0887 -14.3522
H -21.8026 12.6694 -13.4546
H -19.5913 14.6081 -14.1570
O -22.0412 13.3454 -18.0256
C -15.5569 4.9220 -14.3865
H -18.6094 7.9986 -9.0283
C -21.4189 11.9526 -14.1848
H -21.3412 7.3759 -18.2569
C -23.5238 9.0962 -10.3938
H -15.0097 8.1844 -11.6823
H -24.4730 2.4042 -7.2119
C -21.5734 5.6860 -17.0528
C -20.6285 2.8336 -18.1910
H -25.3180 3.9616 -6.6613
H -25.9722 10.3696 -16.7450
H -27.7046 6.4941 -9.2610
H -21.7408 10.9457 -13.9292
C -17.2476 6.7607 -7.9051
C -21.1920 15.4882 -17.3889
C -22.2640 1.3651 -10.7657
H -23.8354 4.7235 -12.3656
H -26.0020 5.5920 -17.8256
H -20.1818 1.8565 -18.1289
C -25.8113 6.0026 -16.8407
C -26.1517 8.3595 -17.2540
H -23.5474 6.6123 -14.7256
C -20.5789 8.7179 -13.1326
H -18.3184 6.3938 -9.7466
H -18.4339 5.5174 -13.1295
H -19.9920 4.6252 -10.2161
C -20.6587 4.7430 -11.0725
H -14.0258 4.7716 -13.0762
H -16.2490 11.0797 -16.2254
O -22.3843 4.9092 -16.5547
O -26.1858 4.5151 -9.1030
C -17.7440 11.2629 -14.5415
H -17.9984 6.5239 -7.1442
H -22.8828 7.2355 -17.3010
C -23.5243 4.8885 -13.3977
O -15.8496 4.2415 -15.3627
H -25.2737 2.6786 -9.4160
O -21.7463 2.6765 -10.5293
H -24.2204 1.9934 -11.4066
H -23.3278 -0.5132 -14.0281
H -19.8856 7.9406 -12.8402
O -16.7747 7.7859 -9.9651
O -25.2879 7.4242 -16.8632
O -24.8149 5.7945 -10.4306
C -23.4317 1.3401 -11.7191
H -13.5309 4.9946 -14.7383
H -16.5015 7.4444 -7.5330
C -18.4344 6.1624 -15.1137
H -21.7282 16.1750 -16.7758
H -24.9181 5.5720 -16.4381
O -21.4170 13.6501 -15.9237
H -21.3180 15.6228 -18.4492
O -22.1297 6.9141 -13.2700
H -24.1474 6.8908 -13.0023
H -21.6014 5.1750 -10.7785
C -17.1414 10.6634 -15.7747
C -22.1922 1.1405 -15.0634
C -27.1060 6.4099 -10.1837
H -27.1292 0.7764 -13.0546
C -23.4329 6.3751 -13.6591
H -23.4902 9.5233 -9.4075
H -23.7719 8.0109 -10.3125
H -19.4349 5.8093 -15.3131
H -26.8315 7.3745 -10.5360
H -21.6932 2.7956 -17.8602
C -25.8913 5.5730 -9.9363
C -25.1431 3.5316 -8.7935
H -26.2338 11.3432 -11.9769
C -21.7739 12.2358 -15.6500
C -17.8909 5.1933 -14.0047
H -20.1039 15.4839 -17.1385
H -24.9495 10.4461 -13.7840
C -17.8787 7.2096 -9.1749
O -25.6018 9.2581 -11.4662
C -25.2780 11.7347 -12.2806
C -24.9990 11.5293 -13.7166
C -18.6031 14.7024 -13.7147
H -27.6646 5.8725 -10.9572
O -17.8992 12.5983 -14.6384
H -20.0776 3.7571 -16.1880
H -24.0137 11.8458 -14.0836
H -21.2359 0.8293 -15.4999
C -24.5531 9.8020 -11.2051
H -26.2648 2.5881 -7.1895
C -21.9927 8.2549 -13.4317
H -17.0174 9.5904 -15.7531
H -25.1689 12.7633 -11.9477
O -18.1052 10.6211 -13.5409
H -24.4752 9.5410 -17.2512
C -21.6112 14.0733 -17.1802
H -26.6156 1.9621 -14.2215
H -21.4576 0.7160 -11.1338
H -23.1357 1.7903 -12.6669
H -22.6973 1.8993 -15.6651
H -25.7855 11.9059 -14.3849
H -18.4622 7.1143 -14.5865
H -16.0461 8.2850 -13.1287
C -18.1439 13.2789 -13.3788
H -22.8021 12.0859 -15.9275
O -16.5135 5.4822 -13.6255
O -22.8006 9.0370 -13.8486
C -26.9533 5.7300 -15.9164
H -17.9778 15.2480 -14.4398
H -21.3428 7.7063 -16.5140
H -24.2593 4.4484 -14.0717
H -27.6006 0.5883 -14.7955
O -18.0589 7.3707 -11.8139
H -21.0752 11.6392 -16.2786
H -18.0631 4.1253 -14.1861
C -21.8343 7.1381 -17.3051
H -24.1562 3.9462 -8.9922
H -20.2340 9.2570 -14.0038
H -22.5007 9.1533 -10.8714
O -24.3101 11.0983 -11.4409
H -18.5952 15.2313 -12.7626
O -27.2582 8.0632 -17.6326
O -20.6657 2.7396 -12.4695
H -23.7795 0.3108 -11.8398
C -17.0626 7.8563 -11.2975
C -14.2339 5.3338 -13.9700
O -24.5524 0.8850 -14.7521
H -22.4096 0.8556 -9.8011
C -25.5526 9.6666 -17.4286
H -21.9976 1.6133 -14.1253
H -14.2834 6.3991 -13.8373
C -15.9697 8.5581 -12.0674
H -18.9100 12.7878 -12.8017
H -20.1434 5.2387 -11.8606
H -26.6933 5.9806 -14.8844
C -19.9294 3.8871 -17.2631
H -22.5581 4.4150 -13.5760
C -26.8122 0.9297 -14.0995
H -20.5745 3.1760 -19.2293
H -20.6095 9.4674 -12.3703
H -20.3220 11.9506 -14.1006
C -20.9539 3.2933 -11.4405
*
```

Calculated values
Structure (SMILES)   CCOC(C)=O.CCOC(C)=O.CCOC(C)=O.CCOC(C)=O.CCOC(C)=O.CCOC(C)=O.CCOC(C)=O.CCOC(C)=O.CCOC(C)=O.CCOC(C)=O.CCOC(C)=O
Energy   -92102.0205 eV

- Among the records above, which one has the highest energy?
  C44H86BFN3O16